{"formula": "C28H41BI2IrN6S3", "method": "ωB97M-V/def2-TZVPD", "symbols": ["Ir", "C", "C", "C", "C", "N", "N", "B", "N", "N", "C", "C", "C", "C", "C", "S", "C", "C", "C", "C", "N", "N", "C", "C", "C", "C", "C", "S", "C", "C", "C", "C", "C", "S", "C", "C", "C", "C", "H", "H", "H", "H", "H", "H", "H", "H", "H", "H", "H", "H", "H", "H", "H", "H", "H", "H", "H", "H", "H", "H", "H", "H", "H", "H", "H", "H", "H", "H", "H", "H", "H", "H", "H", "H", "H", "H", "H", "I", "C", "I", "H", "H"], "xyz": [[-0.07640, -0.02588, 0.23129], [1.21707, -4.69880, -1.32192], [2.17071, -3.58499, -1.02643], [3.53410, -3.75840, -0.95028], [4.39497, -2.67415, -0.69687], [3.89961, -1.46948, -0.42844], [2.58740, -1.30821, -0.44761], [2.03215, 0.08839, -0.00142], [2.34652, 1.22364, -1.02338], [3.34479, 1.05796, -1.87330], [3.67157, 2.06944, -2.65907], [2.97488, 3.29166, -2.57627], [1.91235, 3.45455, -1.71839], [1.11381, 4.71401, -1.62631], [1.60377, 2.32902, -0.94394], [0.17569, 2.26185, 0.09123], [4.85256, 1.84234, -3.58823], [5.00369, 2.98044, -4.59812], [4.65836, 0.52103, -4.34414], [6.10600, 1.78355, -2.69782], [2.68724, 0.54153, 1.36417], [3.82193, 1.19783, 1.29997], [4.35807, 1.64139, 2.43388], [3.73717, 1.37046, 3.66559], [2.54189, 0.67989, 3.73479], [1.80084, 0.41852, 5.00527], [2.03445, 0.29362, 2.49143], [0.46106, -0.45851, 2.27070], [5.62623, 2.46521, 2.29043], [5.33168, 3.62865, 1.32865], [6.09157, 3.02024, 3.63625], [6.72250, 1.57437, 1.69050], [1.72994, -2.28414, -0.76745], [0.00053, -1.88496, -0.88969], [5.90605, -2.81052, -0.74145], [6.34499, -4.27408, -0.66934], [6.53037, -2.02798, 0.41619], [6.35826, -2.21297, -2.08504], [1.75646, -5.59479, -1.61885], [0.53299, -4.43294, -2.13004], [0.61998, -4.93855, -0.43967], [3.95182, -4.74631, -1.08515], [3.26960, 4.11449, -3.21327], [1.48430, 5.45692, -2.32798], [1.16552, 5.13671, -0.62106], [0.06229, 4.52242, -1.84974], [4.10473, 3.11317, -5.20356], [5.81813, 2.74109, -5.28092], [5.25890, 3.92902, -4.12214], [3.87126, 0.61132, -5.09439], [4.40870, -0.29907, -3.67188], [5.58270, 0.26625, -4.86237], [6.30255, 2.75165, -2.23181], [6.97292, 1.52441, -3.30554], [5.99758, 1.03829, -1.90899], [4.18241, 1.74895, 4.57547], [2.38272, 0.74352, 5.86412], [1.58551, -0.64500, 5.12464], [0.85120, 0.95796, 5.01439], [4.56926, 4.29775, 1.73333], [5.00597, 3.26173, 0.35359], [6.24202, 4.21027, 1.18547], [5.34754, 3.67510, 4.09474], [6.98926, 3.61644, 3.47820], [6.35699, 2.23040, 4.34164], [6.41571, 1.18530, 0.71957], [6.96902, 0.73842, 2.34730], [7.62566, 2.16780, 1.54979], [5.99859, -4.76423, 0.24313], [7.43340, -4.31088, -0.66380], [6.01811, -4.85443, -1.53352], [6.22790, -2.43525, 1.38327], [6.24956, -0.97855, 0.37357], [7.61582, -2.09514, 0.34902], [5.90414, -2.73464, -2.93026], [7.44007, -2.31413, -2.17352], [6.10326, -1.15691, -2.14870], [-2.75919, 0.55267, -0.46117], [-4.12112, -0.97333, 0.27190], [-3.33842, -2.89617, 0.55668], [-4.90238, -0.99640, -0.47940], [-4.47290, -0.57494, 1.21564]], "lowdin_charge": [0.489, -0.018, -0.208, 0.127, -0.140, 0.216, 0.006, -0.729, -0.010, 0.212, -0.152, 0.124, -0.211, -0.019, -0.506, 0.688, -0.535, -0.041, -0.029, -0.024, -0.012, 0.221, -0.134, 0.131, -0.195, -0.011, -0.496, 0.820, -0.537, -0.025, -0.040, -0.024, -0.474, 0.685, -0.538, -0.040, -0.032, -0.014, 0.105, 0.095, 0.107, 0.136, 0.136, 0.103, 0.104, 0.098, 0.101, 0.106, 0.093, 0.097, 0.059, 0.102, 0.093, 0.105, 0.058, 0.137, 0.105, 0.104, 0.107, 0.096, 0.064, 0.103, 0.100, 0.105, 0.098, 0.058, 0.098, 0.105, 0.103, 0.105, 0.093, 0.098, 0.046, 0.105, 0.101, 0.108, 0.055, 0.937, -1.069, 0.848, -0.018, -0.020], "orbital_gap_ev": 5.226, "e_homo_ev": -16.97, "relative_energy_kcal_mol": 13.7, "e_lumo_ev": -11.74, "spin_multiplicity": 1, "total_charge": 3, "energy_ev": -90841.7439}